Molecular formula: C35H93B5N2O22
Method: DFT, ωB97M-V/def2-TZVPD

The highest occupied orbital energy is -8.97 eV. The value obtained for the orbital gap is 8.805 eV. The calculation puts the total energy at -3278.320358 a.u. Its total charge is 0.

The geometry in XYZ format:
```
157
Properties=species:S:1:pos:R:3:lowdin_charge:R:1
N 6.28 -4.71 0.66 -0.066
C 5.81 -6.05 0.07 -0.243
C 4.18 -5.99 0.03 -0.089
B 3.58 -5.42 -1.41 -0.364
O 2.93 -6.32 -2.43 0.147
B 1.50 -5.86 -2.35 -0.376
C 0.41 -6.98 -1.80 0.038
B 0.00 -6.46 -0.26 -0.438
O 0.81 -7.01 0.87 0.029
O -1.08 -5.47 -0.11 0.052
O 1.17 -4.44 -2.69 0.145
B 2.11 -3.66 -1.82 -0.245
B 1.63 -2.45 -0.79 -0.312
N 1.14 -2.87 0.58 0.111
O 1.69 -1.00 -1.08 0.037
O 3.59 -3.97 -1.79 0.142
H 5.79 -4.57 1.58 0.064
H 5.81 -4.00 0.02 0.072
H 6.21 -6.03 -1.05 0.134
H 6.26 -6.93 0.70 0.122
H 3.80 -5.25 0.88 0.120
H 3.64 -7.03 0.27 0.128
H 0.91 -8.05 -1.63 0.135
H -0.55 -7.09 -2.46 0.114
H 1.26 -6.25 1.38 0.119
H -1.36 -5.56 0.87 0.127
H 1.65 -2.36 1.34 0.083
H 0.11 -2.73 0.70 0.090
H 1.83 -0.55 -0.17 0.096
C 4.40 3.88 3.39 -0.102
O 4.18 4.14 2.01 -0.193
C 4.94 3.26 1.17 -0.191
C 4.06 2.16 0.57 -0.190
O 3.62 1.25 1.58 -0.197
C 2.26 1.46 1.96 -0.104
H 3.68 4.46 3.97 0.080
H 4.27 2.82 3.63 0.086
H 5.41 4.20 3.67 0.088
H 5.79 2.83 1.71 0.126
H 5.34 3.88 0.35 0.124
H 4.65 1.59 -0.14 0.125
H 3.20 2.59 0.04 0.126
H 1.60 1.16 1.14 0.074
H 2.08 2.51 2.21 0.083
H 2.05 0.85 2.83 0.088
C 0.71 4.21 5.04 -0.109
O 1.43 5.17 5.80 -0.199
C 0.70 6.38 5.99 -0.188
C 0.12 6.47 7.40 -0.187
O -0.92 5.50 7.60 -0.214
C -0.47 4.38 8.37 -0.107
H 1.25 3.26 5.08 0.079
H -0.30 4.05 5.45 0.083
H 0.64 4.53 4.00 0.089
H -0.09 6.48 5.23 0.127
H 1.40 7.20 5.85 0.124
H -0.34 7.45 7.54 0.122
H 0.91 6.36 8.16 0.128
H -0.32 4.69 9.41 0.088
H 0.45 3.96 7.97 0.078
H -1.25 3.62 8.34 0.088
C -1.90 -4.40 -4.13 -0.087
O -2.12 -4.15 -5.51 -0.218
C -1.36 -5.02 -6.35 -0.181
C -2.24 -6.12 -6.95 -0.189
O -2.68 -7.04 -5.94 -0.193
C -4.04 -6.82 -5.56 -0.104
H -2.62 -3.82 -3.55 0.089
H -2.03 -5.46 -3.89 0.085
H -0.89 -4.08 -3.85 0.075
H -0.51 -5.45 -5.81 0.126
H -0.96 -4.41 -7.17 0.124
H -1.65 -6.70 -7.66 0.122
H -3.10 -5.69 -7.48 0.125
H -4.70 -7.13 -6.38 0.089
H -4.22 -5.77 -5.31 0.062
H -4.25 -7.44 -4.69 0.091
C -8.33 -2.02 -3.89 -0.113
O -7.70 -1.00 -4.66 -0.196
C -6.78 -0.23 -3.89 -0.194
C -5.33 -0.62 -4.20 -0.191
O -5.04 -1.94 -3.73 -0.193
C -5.02 -2.90 -4.78 -0.114
H -8.89 -2.67 -4.56 0.088
H -7.59 -2.63 -3.36 0.083
H -9.02 -1.57 -3.17 0.085
H -6.98 -0.32 -2.81 0.124
H -6.92 0.82 -4.17 0.121
H -4.66 0.06 -3.68 0.123
H -5.13 -0.53 -5.28 0.126
H -4.14 -2.74 -5.41 0.080
H -5.93 -2.85 -5.39 0.088
H -4.95 -3.89 -4.33 0.077
C -3.86 7.10 11.80 -0.112
O -4.08 7.36 10.42 -0.193
C -3.33 6.48 9.58 -0.194
C -4.21 5.38 8.98 -0.187
O -4.64 4.46 9.99 -0.196
C -6.00 4.68 10.37 -0.113
H -4.58 7.68 12.38 0.089
H -4.00 6.04 12.04 0.084
H -2.85 7.42 12.08 0.085
H -2.48 6.05 10.12 0.118
H -2.93 7.09 8.76 0.119
H -3.62 4.81 8.27 0.112
H -5.06 5.81 8.45 0.127
H -6.66 4.38 9.55 0.087
H -6.19 5.73 10.62 0.083
H -6.22 4.06 11.24 0.089
C -0.95 -0.59 -5.48 -0.097
O -1.01 0.21 -4.31 -0.193
C 0.27 0.33 -3.67 -0.194
C 0.88 1.71 -3.95 -0.186
O 1.26 1.84 -5.32 -0.202
C 0.34 2.65 -6.05 -0.104
H -1.91 -0.51 -6.00 0.089
H -0.16 -0.25 -6.16 0.082
H -0.78 -1.64 -5.22 0.078
H 0.94 -0.47 -3.99 0.127
H 0.10 0.23 -2.60 0.108
H 1.80 1.80 -3.36 0.120
H 0.21 2.51 -3.64 0.125
H 0.43 3.70 -5.74 0.088
H -0.69 2.31 -5.91 0.084
H 0.59 2.58 -7.11 0.081
C 4.14 0.98 -11.95 -0.112
O 4.87 1.94 -11.19 -0.196
C 4.13 3.15 -11.00 -0.195
C 3.56 3.24 -9.59 -0.193
O 2.52 2.27 -9.39 -0.204
C 2.96 1.16 -8.62 -0.110
H 4.68 0.03 -11.91 0.089
H 3.14 0.82 -11.54 0.083
H 4.08 1.31 -12.99 0.085
H 3.34 3.25 -11.76 0.124
H 4.84 3.97 -11.14 0.121
H 3.10 4.22 -9.45 0.122
H 4.34 3.13 -8.83 0.126
H 3.12 1.46 -7.58 0.083
H 3.89 0.73 -9.03 0.084
H 2.18 0.39 -8.65 0.090
C 1.19 -2.63 6.96 -0.112
O 0.99 -1.66 7.99 -0.193
C 1.97 -0.62 7.94 -0.190
C 1.37 0.66 7.34 -0.195
O 1.08 0.50 5.95 -0.214
C -0.31 0.32 5.71 -0.106
H 0.32 -3.30 6.95 0.089
H 1.26 -2.16 5.97 0.080
H 2.09 -3.21 7.16 0.087
H 2.86 -0.93 7.38 0.126
H 2.27 -0.42 8.97 0.124
H 2.11 1.46 7.42 0.123
H 0.48 0.98 7.90 0.123
H -0.84 1.26 5.89 0.081
H -0.72 -0.47 6.33 0.086
H -0.44 0.05 4.66 0.087
```